No. 1
Formula: C14H25Cl2N2OOsP2
Source: OMol25
Level of theory: ωB97M-V with the def2-TZVPD basis set

Each line ends with the Mulliken charge.
Atoms and positions in Å:
C 1.126 -0.119 -3.850  -1.421
C 0.931 -0.104 -2.375  0.279
H 2.178 -0.088 -4.162  0.432
H 0.648 0.746 -4.340  0.388
H 0.704 -1.035 -4.291  0.377
O 1.500 0.048 -1.285  -0.270
Cl -2.005 -0.143 -2.817  -0.023
Os -0.970 -0.052 -0.768  1.668
P -0.226 2.084 -0.722  0.900
C 1.202 2.681 0.331  -1.140
C 0.090 2.985 -2.305  -1.266
H 0.256 4.041 -2.037  0.519
H -1.727 3.937 -0.526  0.497
H -0.811 2.893 -2.932  0.380
H -2.546 2.376 -0.121  0.370
H 2.121 2.160 0.018  0.333
H 0.986 2.591 -2.815  0.390
C -1.642 2.984 0.003  -1.260
H 1.316 3.770 0.178  0.516
H -1.438 3.149 1.066  0.410
H 0.984 2.459 1.391  0.340
P 0.034 -2.060 -0.496  1.127
C 1.516 -2.446 0.563  -1.211
C -1.320 -3.054 0.180  -1.275
H -0.250 -2.636 -2.854  0.336
H 0.201 -4.044 -1.799  0.573
H 1.496 -2.860 -2.309  0.380
C 0.427 -2.985 -2.043  -1.321
H -2.277 -2.511 0.032  0.344
H -1.330 -4.009 -0.380  0.515
H 1.658 -3.536 0.609  0.492
H 1.381 -2.070 1.590  0.362
H -1.141 -3.231 1.250  0.416
H 2.409 -1.976 0.120  0.374
Cl -3.488 -0.232 -0.218  -0.233
N 2.860 0.198 4.503  -0.349
C 1.829 0.120 3.969  -0.528
C 0.568 0.057 3.348  0.445
C -0.579 0.069 4.148  -0.283
C -1.784 0.057 3.474  -1.043
C -1.798 0.056 2.108  -0.039
N -0.695 0.030 1.358  -0.072
C 0.504 0.039 1.971  -0.926
H -0.530 0.095 5.241  0.610
H -2.787 0.048 3.900  0.516
H -2.788 0.040 1.586  0.202
H 1.388 0.005 1.334  1.170

Largest force on an atom (eV/A): 5.8
E_LUMO (spin up / spin down) (eV): -12.96 / -14.60
Charge: +3
Gap between HOMO and LUMO (spin up / spin down) (eV): 5.778 / 4.880
HOMO energy (spin up / spin down) (eV): -18.73 / -19.48
2S+1: 5
Energy above the lowest of the compared OMol25 structures with the same formula, charge and spin (eV): 1.576

---

No. 2
Formula: C14H25ClFHgO2P
Source: OMol25
Level of theory: ωB97M-V with the def2-TZVPD basis set

Each line ends with the Mulliken charge.
Atoms and positions in Å:
C -1.990 0.323 2.542  0.274
C -2.107 1.195 1.723  -0.240
C -2.486 2.086 0.635  -1.210
C -1.863 1.727 -0.767  -0.056
O -1.483 0.406 -0.886  -0.253
C -2.580 -0.517 -0.887  -0.660
C -2.050 -1.883 -0.341  -0.595
O -0.886 -1.602 0.414  -0.195
C -0.106 -2.741 0.709  -0.176
Cl 0.117 -2.712 2.506  -0.175
C 1.253 -2.573 0.011  -0.135
C 2.395 -3.417 0.628  0.254
C 3.375 -2.598 1.454  -1.175
F 3.095 -3.963 -0.449  -0.352
P -0.226 2.654 -0.957  0.185
C 0.422 2.308 -2.635  -0.498
C 0.891 0.829 -2.814  -0.693
C 0.953 1.957 0.252  0.086
C 1.468 2.974 1.329  -1.221
H -1.902 -0.448 3.281  0.506
H -2.043 3.125 0.873  0.038
H -3.571 2.175 0.517  0.711
H -2.517 2.068 -1.581  0.651
H -3.409 -0.208 -0.239  0.379
H -2.992 -0.622 -1.896  0.412
H -2.823 -2.347 0.279  0.301
H -1.811 -2.505 -1.211  0.442
H -0.585 -3.675 0.413  0.479
H 1.179 -2.859 -1.043  0.352
H 1.532 -1.513 0.031  -0.311
H 1.993 -4.262 1.192  0.333
H 4.340 -3.108 1.493  0.390
H 3.539 -1.597 1.046  0.270
H 3.029 -2.475 2.483  0.316
H 1.234 3.007 -2.852  0.460
H -0.389 2.498 -3.344  0.453
H 1.786 0.835 -3.442  0.347
H 1.159 0.315 -1.890  -0.016
H 0.112 0.239 -3.294  0.328
H 1.827 1.573 -0.285  0.499
H 0.487 1.099 0.759  -0.104
H 2.410 2.608 1.736  0.395
H 0.756 3.005 2.156  0.311
H 1.605 3.952 0.866  0.365
Hg -3.141 4.666 1.487  0.531

Largest force on an atom (eV/A): 2.8
E_LUMO (eV): -12.34
Charge: +2
Gap between HOMO and LUMO (eV): 3.031
HOMO energy (eV): -15.37
2S+1: 1

---

No. 3
Formula: C14H25N2O10
Source: OMol25
Level of theory: ωB97M-V with the def2-TZVPD basis set

Each line ends with the Mulliken charge.
Atoms and positions in Å:
C -1.304 -0.383 -0.594  0.460
C -1.827 0.664 -1.576  0.269
O -3.079 0.628 -1.826  -0.835
O -1.044 1.524 -2.026  -0.696
H -0.517 -0.943 -1.093  0.100
H -2.136 -1.047 -0.359  0.182
H -1.050 0.113 0.341  -0.470
C -2.365 2.718 1.431  -0.018
C -3.860 2.528 1.163  -0.290
O -4.331 2.216 2.471  -0.362
C -3.381 1.640 3.177  0.640
O -3.515 0.873 4.089  -0.585
O -2.169 1.906 2.597  -0.238
H -2.030 3.752 1.574  0.241
H -1.656 2.345 0.692  0.081
H -4.106 1.844 0.359  0.197
H -4.290 3.482 0.854  0.292
C -3.038 -3.530 1.315  -0.348
C -3.047 -2.628 2.560  -0.194
O -1.664 -2.304 2.715  -0.332
C -0.963 -2.693 1.616  0.741
O 0.209 -2.587 1.490  -0.558
O -1.774 -3.251 0.726  -0.328
H -3.774 -3.225 0.575  0.310
H -3.099 -4.585 1.580  0.263
H -3.330 -3.180 3.455  0.325
H -3.715 -1.774 2.461  0.136
C 4.863 0.036 -4.506  -1.134
C 3.634 0.110 -3.623  0.688
O 3.131 1.169 -3.343  -0.573
N 2.977 -1.042 -3.345  -0.150
C 1.598 -1.080 -2.862  -0.397
H 5.238 -0.984 -4.608  0.351
H 5.535 0.830 -4.202  0.282
H 4.504 0.262 -5.514  0.276
H 3.366 -1.937 -3.575  0.211
H 1.490 -0.748 -1.831  -0.223
H 1.253 -2.101 -3.014  0.379
H 0.991 -0.403 -3.465  0.286
C 4.005 0.666 0.269  -0.983
C 2.513 0.900 0.458  0.673
O 1.772 1.133 -0.459  -0.547
N 2.131 0.953 1.775  -0.125
C 0.763 1.272 2.148  -0.320
H 4.222 -0.251 -0.274  0.195
H 4.515 0.636 1.234  0.376
H 4.400 1.508 -0.298  0.237
H 2.795 0.867 2.519  0.203
H 0.110 1.165 1.289  -0.417
H 0.652 2.301 2.506  0.393
H 0.395 0.640 2.957  0.336

Largest force on an atom (eV/A): 2.3
E_LUMO (eV): 2.83
Charge: -1
Gap between HOMO and LUMO (eV): 6.708
HOMO energy (eV): -3.88
2S+1: 1
Energy above the lowest of the compared OMol25 structures with the same formula, charge and spin (eV): 1.055

---

No. 4
Formula: C14H25N3O3
Source: OMol25
Level of theory: ωB97M-V with the def2-TZVPD basis set

Each line ends with the Mulliken charge.
Atoms and positions in Å:
C 1.172 0.151 -3.666  -0.837
C 0.839 -0.701 -4.885  -0.521
C -0.407 -1.569 -4.703  -0.644
C -0.287 -2.609 -3.586  -0.729
N -0.528 -2.037 -2.281  0.005
C 0.333 -2.241 -1.245  0.564
O 1.371 -2.863 -1.376  -0.684
N -0.059 -1.730 -0.022  0.032
C -0.898 -0.567 0.157  -0.760
H -1.478 -0.697 1.077  0.311
H -1.593 -0.439 -0.672  0.337
C -0.038 0.702 0.296  -0.816
N 0.880 0.536 1.396  0.036
C 0.853 1.176 2.582  0.796
O 1.612 0.889 3.490  -0.698
C -0.175 2.320 2.719  -0.216
C -0.129 2.938 4.127  -0.829
H 0.562 2.355 4.738  0.287
C -1.566 2.805 4.635  -0.560
H -2.137 3.709 4.417  0.248
C -2.086 1.647 3.788  -0.473
H -1.767 0.685 4.214  0.276
H -3.168 1.643 3.651  0.360
O -1.500 1.835 2.515  -0.374
H -1.621 2.598 5.701  0.332
H 0.211 3.971 4.103  0.394
H 0.027 3.062 1.937  0.577
C 1.740 -0.621 1.228  -0.833
H 2.351 -0.484 0.330  0.350
C 0.882 -1.879 1.074  -1.005
H 0.314 -2.056 1.993  0.389
H 1.515 -2.740 0.860  0.486
H 2.385 -0.695 2.104  0.435
H 0.545 0.844 -0.623  0.249
H -0.687 1.559 0.454  0.548
H -1.464 -1.718 -2.101  0.268
H -1.001 -3.422 -3.767  0.349
H 0.719 -3.033 -3.561  0.344
H -1.271 -0.930 -4.503  0.302
H -0.597 -2.097 -5.640  0.328
H 1.690 -1.345 -5.114  0.307
H 0.677 -0.046 -5.746  0.332
H 1.989 0.832 -3.897  0.400
H 1.481 -0.478 -2.836  0.086
H 0.309 0.740 -3.363  0.256

Largest force on an atom (eV/A): 0.5
E_LUMO (eV): 0.70
Charge: 0
Gap between HOMO and LUMO (eV): 9.323
HOMO energy (eV): -8.63
SMILES: CCCCNC(=O)N1CCN(C(=O)[C@@H]2CCCO2)CC1
2S+1: 1
Energy above the lowest of the compared OMol25 structures with the same formula, charge and spin (eV): 0.848